C2H3IO in the gas phase in a non-equilibrium geometry. Source: the OMol25 dataset; level of theory: ωB97M-V/def2-TZVPD.

Geometry as XYZ:
```
7
Properties=species:S:1:pos:R:3:forces:R:3:nbo_charge:R:1
I -3.055 0.035 0.097 1.15 0.05 0.04 -0.08
C -0.831 0.408 0.501 -2.47 0.88 2.07 0.05
C 0.118 0.033 -0.503 -1.25 0.31 0.67 -0.15
O -0.285 1.421 -0.192 -0.22 -0.17 -1.84 -0.46
H -0.852 0.564 1.583 0.52 -0.77 -0.30 0.22
H 1.104 -0.041 -0.200 1.89 -0.88 0.18 0.20
H -0.343 -0.568 -1.272 0.38 0.58 -0.81 0.22
```
Positions in Å, forces in eV/Å.

Computed properties:
**Gap between HOMO and LUMO**: 9.740 eV
**Structure (SMILES)**: I[C@H]1CO1

=====

A molecular structure, C2H3IOS in a non-equilibrium geometry. Source: the OMol25 dataset; level of theory: ωB97M-V/def2-TZVPD.

Geometry as XYZ:
```
8
Properties=species:S:1:pos:R:3:forces:R:3:nbo_charge:R:1
C 0.337 0.363 -0.696 1.25 1.63 0.86 -0.06
C -0.086 -0.278 0.522 -0.63 -4.16 -2.60 -0.23
O -1.215 -1.165 0.300 -0.10 -0.32 -3.49 -0.70
S -0.044 0.584 -2.152 0.13 0.00 -0.69 0.37
I 2.064 2.284 0.587 -0.90 -1.18 -0.79 -0.34
H -0.374 0.442 1.132 -1.47 3.51 2.93 0.24
H 0.633 -0.858 1.048 1.26 -0.25 0.09 0.25
H -1.317 -1.373 -0.741 0.47 0.78 3.69 0.48
```
Positions in Å, forces in eV/Å.

Computed properties:
**Gap between HOMO and LUMO (alpha / beta)**: 6.988 / 6.899 eV

=====

C2H3IOS in the gas phase in a non-equilibrium geometry. Source: the OMol25 dataset; level of theory: ωB97M-V/def2-TZVPD.

Geometry as XYZ:
```
8
Properties=species:S:1:pos:R:3:forces:R:3:nbo_charge:R:1
C -0.839 1.054 0.149 -0.11 -1.81 2.09 -0.72
S -0.406 -0.587 0.909 1.52 -0.36 -1.32 0.13
C 0.966 -1.056 -0.366 -2.09 0.60 2.88 0.29
O 1.316 -0.261 -1.136 0.70 0.50 -1.49 -0.53
I 1.823 -2.935 0.038 0.11 -0.33 -0.10 0.12
H -1.646 1.313 0.835 -0.56 0.13 -0.58 0.23
H -1.142 0.696 -0.823 0.04 1.25 -0.46 0.24
H -0.072 1.775 0.395 0.38 0.02 -1.04 0.24
```
Positions in Å, forces in eV/Å.

Computed properties:
**Gap between HOMO and LUMO**: 9.536 eV
**Structure (SMILES)**: CSC(=O)I

=====

A molecular structure, C2H3IrO in a non-equilibrium geometry. Source: the OMol25 dataset; level of theory: ωB97M-V/def2-TZVPD.

Geometry as XYZ:
```
7
Properties=species:S:1:pos:R:3:forces:R:3:nbo_charge:R:1
O -0.026 0.131 -1.235 2.44 3.46 2.08 -0.51
C 0.285 0.614 -0.193 0.08 -1.21 -0.26 0.78
C 0.715 0.622 1.047 -0.09 1.93 0.26 -0.32
H 1.634 1.176 1.251 0.47 -0.28 0.03 0.36
H -0.010 0.664 1.863 -0.17 -0.56 0.16 0.36
H -1.539 -2.013 -0.674 0.16 0.35 -1.02 -0.01
Ir -1.060 -1.195 -2.059 -2.89 -3.70 -1.25 1.34
```
Positions in Å, forces in eV/Å.

Computed properties:
**Gap between HOMO and LUMO (alpha / beta)**: 9.358 / 6.782 eV
**Charge**: +2
**Multiplicity**: 5

=====

A molecular structure, C2H3KLiO2 in a non-equilibrium geometry. Source: the OMol25 dataset; level of theory: ωB97M-V/def2-TZVPD.

Geometry as XYZ:
```
9
Properties=species:S:1:pos:R:3:forces:R:3:nbo_charge:R:1
O 1.336 -1.535 0.154 3.00 -0.02 -0.83 -0.87
C 0.416 -0.722 -0.080 -2.81 0.35 0.50 0.17
C 0.822 0.683 -0.530 0.79 -0.60 0.16 -0.16
O -0.064 1.655 -0.265 0.13 -0.04 -0.12 -0.99
H 1.052 0.506 -1.619 -0.13 -0.02 -0.17 0.11
H 1.850 0.796 -0.090 -0.04 0.36 0.09 0.10
K -2.176 0.916 0.554 0.25 -0.19 -0.08 0.92
Li 2.887 -2.185 -0.889 -0.71 0.24 0.64 0.67
H 1.516 -2.809 0.572 -0.49 -0.08 -0.21 0.04
```
Positions in Å, forces in eV/Å.

Computed properties:
**Gap between HOMO and LUMO (alpha / beta)**: 5.123 / 5.929 eV
**Multiplicity**: 2

=====

A molecular structure, C2H3Li2O in a non-equilibrium geometry. Source: the OMol25 dataset; level of theory: ωB97M-V/def2-TZVPD.

Geometry as XYZ:
```
8
Properties=species:S:1:pos:R:3:forces:R:3:nbo_charge:R:1
O 0.621 -1.378 0.428 -2.77 0.76 -0.79 -0.92
C -0.437 -0.702 -0.133 6.93 4.37 0.38 0.22
Li -0.708 1.015 2.131 0.30 -0.08 -0.23 0.25
Li 2.109 -0.153 1.427 -1.14 -0.71 -0.81 0.72
H -1.172 -0.352 0.625 -0.91 -0.89 -0.46 0.04
C -0.039 0.421 -1.102 -2.94 -3.78 1.06 -0.67
H 0.499 0.064 -2.003 0.35 0.50 0.80 0.20
H -0.873 1.084 -1.375 0.17 -0.17 0.03 0.17
```
Positions in Å, forces in eV/Å.

Computed properties:
**Gap between HOMO and LUMO (alpha / beta)**: 4.238 / 6.937 eV
**Multiplicity**: 2

=====

A molecular structure, C2H3LiO2Sm in a non-equilibrium geometry. Source: the OMol25 dataset; level of theory: ωB97M-V/def2-TZVPD.

Geometry as XYZ:
```
9
Properties=species:S:1:pos:R:3:forces:R:3:nbo_charge:R:1
H -1.407 0.402 -0.530 4.25 -0.37 -1.01 0.27
O -1.975 0.119 1.081 2.20 -0.73 3.70 -0.49
C -0.742 -0.161 1.124 -5.48 -1.20 -2.95 0.32
C -0.140 0.380 -0.104 -2.51 2.50 -1.75 -0.23
O 0.984 -0.191 -0.660 0.58 -0.34 -0.48 -1.13
Sm 2.141 0.465 -2.716 -0.47 -0.22 0.65 1.00
Li 1.831 -1.265 0.524 -0.04 0.10 -0.23 0.93
H -0.558 -1.232 1.356 0.78 0.39 1.62 0.14
H -0.135 1.484 -0.075 0.69 -0.14 0.45 0.19
```
Positions in Å, forces in eV/Å.

Computed properties:
**Gap between HOMO and LUMO (alpha / beta)**: 5.238 / 8.262 eV
**Charge**: +1
**Multiplicity**: 8

=====

2 unconnected molecules or ions with the total composition C2H3N2O2 in a non-equilibrium geometry. Source: the OMol25 dataset; level of theory: ωB97M-V/def2-TZVPD.

Geometry as XYZ:
```
9
Properties=species:S:1:pos:R:3:forces:R:3:nbo_charge:R:1
C 1.248 -1.383 0.376 1.00 -1.13 -0.46 1.03
C -0.737 1.644 -0.520 -0.27 -0.20 -0.49 -0.34
N -1.025 0.727 0.619 -1.08 -1.21 -2.29 -0.55
N 0.037 0.230 -0.276 -1.12 -0.43 -2.11 -0.60
O 0.971 -2.287 -0.354 -0.65 1.20 0.15 -0.63
O 1.937 -0.991 1.247 -0.41 0.71 0.36 -0.60
H -1.589 1.419 -1.423 1.70 -0.10 2.12 0.04
H -0.435 0.969 1.361 0.75 1.11 1.55 0.32
H -0.407 -0.330 -1.031 0.08 0.06 1.17 0.33
```
Positions in Å, forces in eV/Å.

Computed properties:
**Gap between HOMO and LUMO**: 6.419 eV
**Charge**: -1

=====

A gas-phase ion, C2H3N2OS (charge -1) in a non-equilibrium geometry. Source: the OMol25 dataset; level of theory: ωB97M-V/def2-TZVPD.

Geometry as XYZ:
```
9
Properties=species:S:1:pos:R:3:forces:R:3:nbo_charge:R:1
O 2.091 -0.140 2.035 -1.16 0.47 -3.01 -0.31
N 1.883 -0.062 0.822 -1.24 -0.67 2.50 0.14
C 0.422 0.403 0.287 -0.49 -1.14 -0.15 -0.38
C -0.713 -0.554 -0.451 -2.25 -0.14 -1.25 0.00
N -2.002 -0.422 -0.569 2.04 1.53 1.73 -0.56
S -3.466 -0.868 -1.504 2.33 -0.07 0.81 -0.39
H 0.898 0.926 -0.511 -0.21 0.66 -1.07 0.19
H -0.138 1.098 0.879 0.10 0.32 1.09 0.20
H -0.223 -1.186 -1.153 0.87 -0.97 -0.65 0.10
```
Positions in Å, forces in eV/Å.

Computed properties:
**Gap between HOMO and LUMO**: 5.215 eV
**Charge**: -1
**Structure (SMILES)**: O=NC/C=N/[S-]

=====

A gas-phase ion, C2H3N2OS (charge +1) in a non-equilibrium geometry. Source: the OMol25 dataset; level of theory: ωB97M-V/def2-TZVPD.

Geometry as XYZ:
```
9
Properties=species:S:1:pos:R:3:forces:R:3:nbo_charge:R:1
S 4.204 -0.076 -0.038 -2.95 0.21 0.40 0.41
C 2.518 -0.163 0.046 5.08 0.72 -0.21 -0.23
N 1.793 0.960 0.076 -1.70 3.03 0.30 -0.04
N 0.569 1.050 0.142 1.87 -2.21 -0.17 0.27
C -0.807 0.722 -0.028 -2.19 0.04 -0.14 0.05
O -0.215 2.055 -0.097 -0.21 1.87 -0.05 -0.20
H 2.101 -1.058 -0.149 -1.83 -3.08 -0.23 0.21
H -1.519 0.656 0.864 1.44 -0.50 -1.19 0.27
H -1.136 0.384 -1.050 0.49 -0.08 1.29 0.26
```
Positions in Å, forces in eV/Å.

Computed properties:
**Gap between HOMO and LUMO**: 6.725 eV
**Charge**: +1
**Structure (SMILES)**: S=C/N=[N+]1\CO1

=====

A molecular structure, C2H3N2S2 in a non-equilibrium geometry. Source: the OMol25 dataset; level of theory: ωB97M-V/def2-TZVPD.

Geometry as XYZ:
```
9
Properties=species:S:1:pos:R:3:forces:R:3:nbo_charge:R:1
C 1.826 -0.612 0.153 0.47 1.91 -2.28 0.22
C -1.681 0.731 -0.294 2.03 3.87 -0.59 0.23
N -1.190 1.829 -0.255 -1.03 -2.49 -0.28 -0.56
N 0.767 -1.214 0.441 -0.19 -1.46 1.43 -0.78
S -1.885 -0.697 -0.831 -1.11 -2.66 -0.40 0.15
S 2.819 0.314 -0.589 -0.52 -1.09 1.25 0.44
H -1.263 2.602 0.327 -0.18 1.62 1.19 0.44
H -0.270 -0.912 -0.047 1.20 -0.85 0.63 0.39
H 0.877 -2.041 1.094 -0.68 1.15 -0.94 0.47
```
Positions in Å, forces in eV/Å.

Computed properties:
**Gap between HOMO and LUMO**: 8.832 eV
**Charge**: +1

=====

2 unconnected molecules or ions with the total composition C2H3N2S2 in a non-equilibrium geometry. Source: the OMol25 dataset; level of theory: ωB97M-V/def2-TZVPD.

Geometry as XYZ:
```
9
Properties=species:S:1:pos:R:3:forces:R:3:nbo_charge:R:1
C 0.446 -1.709 -0.789 1.92 2.55 4.04 0.03
C -0.969 1.855 -0.245 1.54 1.43 -5.15 0.19
N -0.511 2.272 -1.293 -1.91 -1.54 3.60 -0.53
N 0.547 -0.936 0.168 2.58 1.90 2.51 -0.72
S -1.809 0.924 0.662 -1.00 -0.60 1.99 0.23
S 0.104 -2.618 -1.944 -1.56 -3.82 -5.03 0.53
H 0.203 2.784 -1.713 1.18 1.12 -0.49 0.45
H -0.102 -0.172 0.349 -1.47 0.48 0.14 0.38
H 1.404 -0.635 0.801 -1.28 -1.52 -1.61 0.44
```
Positions in Å, forces in eV/Å.

Computed properties:
**Gap between HOMO and LUMO (alpha / beta)**: 7.923 / 4.304 eV
**Charge**: +1
**Multiplicity**: 3

=====

2 unconnected molecules or ions with the total composition C2H3N3 in a non-equilibrium geometry. Source: the OMol25 dataset; level of theory: ωB97M-V/def2-TZVPD.

Geometry as XYZ:
```
8
Properties=species:S:1:pos:R:3:forces:R:3:nbo_charge:R:1
C -1.207 0.614 -0.054 0.60 1.31 -1.11 0.43
C 1.887 -0.746 -0.421 -0.03 0.80 0.61 0.26
N -0.768 1.668 -0.136 -0.13 1.35 0.30 -0.41
N 1.937 0.242 0.205 0.34 -0.27 -0.24 -0.73
N -1.457 -0.655 -0.008 1.36 -0.78 3.83 -0.84
H 2.103 1.126 0.675 -0.30 -0.58 -0.38 0.46
H -0.677 -1.105 0.471 -0.48 -0.39 -0.26 0.41
H -1.818 -1.144 -0.731 -1.36 -1.43 -2.76 0.41
```
Positions in Å, forces in eV/Å.

Computed properties:
**Gap between HOMO and LUMO**: 11.095 eV

=====

2 unconnected molecules or ions with the total composition C2H3N3 in a non-equilibrium geometry. Source: the OMol25 dataset; level of theory: ωB97M-V/def2-TZVPD.

Geometry as XYZ:
```
8
Properties=species:S:1:pos:R:3:forces:R:3:nbo_charge:R:1
C -2.152 -0.591 0.121 -0.85 0.22 -0.05 -0.23
C -1.935 0.574 -0.087 1.18 -0.54 0.50 -0.24
N 3.452 0.554 0.264 -1.08 0.19 -0.18 -0.11
N 2.372 0.250 0.101 4.81 0.60 -0.22 0.25
N 1.269 -0.157 0.081 -4.60 -1.37 -0.41 -0.54
H -2.564 -1.543 0.352 0.09 -0.18 -0.12 0.23
H -1.279 1.412 -0.028 -0.46 0.47 -0.34 0.24
H 0.837 -0.499 -0.805 0.92 0.60 0.83 0.40
```
Positions in Å, forces in eV/Å.

Computed properties:
**Gap between HOMO and LUMO**: 11.130 eV

=====

C2H3N3O in the gas phase in a non-equilibrium geometry. Source: the OMol25 dataset; level of theory: ωB97M-V/def2-TZVPD.

Geometry as XYZ:
```
9
Properties=species:S:1:pos:R:3:forces:R:3:nbo_charge:R:1
O -2.357 -0.590 0.243 -1.03 -1.36 -0.81 -0.48
N -1.182 -0.276 0.037 0.84 1.97 1.19 0.03
C -0.150 -0.653 -0.626 2.17 1.73 1.34 -0.08
C 1.181 0.116 -0.258 -3.61 -1.79 -0.84 -0.09
N 2.022 -0.416 0.763 1.36 -0.94 -0.61 -0.04
N 2.464 -0.486 -0.394 0.31 -0.30 1.21 -0.04
H -0.926 0.546 0.570 0.08 0.82 0.51 0.33
H -0.148 -1.533 -1.135 -0.02 -2.27 -1.58 0.20
H 1.094 1.145 -0.230 -0.10 2.13 -0.41 0.18
```
Positions in Å, forces in eV/Å.

Computed properties:
**Gap between HOMO and LUMO**: 9.203 eV
**Structure (SMILES)**: [O-]/[NH+]=C/C1N=N1

=====

C2H3N3O in the gas phase in a non-equilibrium geometry. Source: the OMol25 dataset; level of theory: ωB97M-V/def2-TZVPD.

Geometry as XYZ:
```
9
Properties=species:S:1:pos:R:3:forces:R:3:nbo_charge:R:1
O -2.027 -0.331 -0.089 0.50 0.54 -0.02 -0.67
C -0.696 -0.095 0.065 1.18 0.27 -0.40 0.46
N 0.142 -1.023 0.287 -0.12 0.14 -0.49 -0.28
N 1.413 -0.835 0.005 -0.22 1.57 0.58 -0.27
N 1.493 1.142 -0.160 -1.74 -1.61 0.22 -0.27
C 0.262 1.349 -0.229 -0.76 -2.00 0.37 -0.06
H -2.214 -1.276 -0.286 0.58 0.82 0.21 0.51
H 1.953 -1.199 0.820 -0.11 0.83 -0.55 0.36
H -0.325 2.267 -0.413 0.70 -0.54 0.09 0.23
```
Positions in Å, forces in eV/Å.

Computed properties:
**Gap between HOMO and LUMO**: 9.431 eV

=====

C2H3N3O in the gas phase in a non-equilibrium geometry. Source: the OMol25 dataset; level of theory: ωB97M-V/def2-TZVPD.

Geometry as XYZ:
```
9
Properties=species:S:1:pos:R:3:forces:R:3:nbo_charge:R:1
N 1.142 -0.245 -1.123 0.11 -0.06 0.04 -0.83
C 0.596 0.192 0.063 -0.02 0.00 0.15 0.63
C -0.873 0.151 0.080 0.06 -0.01 -0.12 -0.39
N -1.452 0.239 1.245 -0.64 0.08 1.35 0.11
N -1.934 0.286 2.266 0.65 0.01 -1.32 0.06
O 1.267 0.593 0.998 -0.19 -0.17 -0.25 -0.61
H 2.144 -0.375 -1.093 -0.11 0.05 -0.02 0.40
H 0.633 -0.937 -1.653 0.04 0.16 0.05 0.39
H -1.523 0.096 -0.782 0.09 -0.07 0.12 0.24
```
Positions in Å, forces in eV/Å.

Computed properties:
**Gap between HOMO and LUMO**: 9.644 eV

=====

C2H3N3O in the gas phase in a non-equilibrium geometry. Source: the OMol25 dataset; level of theory: ωB97M-V/def2-TZVPD.

Geometry as XYZ:
```
9
Properties=species:S:1:pos:R:3:forces:R:3:nbo_charge:R:1
C -2.059 0.003 -0.022 -1.42 -0.53 1.20 -0.69
C -0.565 0.095 0.016 0.03 1.17 -0.50 0.49
N 0.220 1.167 -0.006 -0.54 -2.19 0.25 -0.34
N 1.481 0.569 0.004 0.11 2.90 -0.37 -0.03
N 1.467 -0.633 -0.028 0.08 -1.96 0.49 0.09
O 0.108 -1.032 0.028 -0.18 -0.32 -0.28 -0.31
H -2.394 0.063 1.174 0.49 -0.36 -3.39 0.26
H -2.484 0.904 -0.579 0.56 -1.29 0.93 0.26
H -2.413 -1.018 -0.572 0.88 2.57 1.67 0.26
```
Positions in Å, forces in eV/Å.

Computed properties:
**Gap between HOMO and LUMO**: 12.075 eV
**Structure (SMILES)**: Cc1nnno1

=====

C2H3N3O in the gas phase in a non-equilibrium geometry. Source: the OMol25 dataset; level of theory: ωB97M-V/def2-TZVPD.

Geometry as XYZ:
```
9
Properties=species:S:1:pos:R:3:forces:R:3:nbo_charge:R:1
C -0.577 0.667 -0.509 -0.53 0.02 1.13 -0.61
C -0.267 -0.382 0.288 -0.51 1.19 -1.41 0.45
O -1.142 -1.276 0.798 0.22 -0.07 0.05 -0.65
N 1.962 -0.106 0.166 -1.09 0.66 -3.73 0.25
N 1.016 -0.785 0.544 1.00 -1.37 2.52 -0.35
N 2.595 0.420 -0.620 0.55 -0.05 1.89 0.00
H -2.042 -0.956 0.677 0.08 0.08 -0.08 0.49
H 0.074 1.508 -0.680 0.48 -0.29 -0.24 0.22
H -1.617 0.909 -0.664 -0.19 -0.17 -0.14 0.20
```
Positions in Å, forces in eV/Å.

Computed properties:
**Gap between HOMO and LUMO (alpha / beta)**: 8.915 / 8.913 eV

=====

C2H3N3O in the gas phase in a non-equilibrium geometry. Source: the OMol25 dataset; level of theory: ωB97M-V/def2-TZVPD.

Geometry as XYZ:
```
9
Properties=species:S:1:pos:R:3:forces:R:3:nbo_charge:R:1
O 2.008 -0.420 -0.091 -0.06 0.17 0.04 -0.65
C 0.689 -0.145 -0.059 -0.37 0.13 0.09 0.39
C -0.206 0.182 -1.109 -0.10 0.52 0.16 -0.17
N -1.418 0.291 -0.581 0.16 0.31 0.26 -0.21
N -1.235 0.072 0.692 -0.32 -0.15 0.22 -0.16
N 0.009 -0.187 1.076 -0.03 -0.19 -0.24 -0.32
H 2.285 -0.573 0.827 -0.06 0.03 -0.31 0.49
H -0.130 0.610 -2.090 0.67 -0.66 -0.38 0.23
H -2.000 0.171 1.336 0.10 -0.16 0.16 0.40
```
Positions in Å, forces in eV/Å.

Computed properties:
**Gap between HOMO and LUMO**: 10.382 eV
**Structure (SMILES)**: Oc1cn[nH]n1